No. 1
Below is C36H33BF4N7P2S4SbSe2W as an isolated structure, with properties calculated with ωB97M-V/def2-TZVPD.

Each line ends with the Mulliken spin population.
CARTESIAN COORDINATES (ANGSTROEM)
W: 0.31887 -2.04543 -1.49948  0.059
C: 4.12054 -6.48913 -2.99790  0.002
C: 3.24848 -5.91190 -4.10737  -0.004
N: 1.84221 -5.85192 -3.74456  0.007
C: 1.25069 -4.82075 -3.10336  -0.034
S: 2.14980 -3.34134 -2.86771  0.266
N: 0.02251 -4.98337 -2.72407  0.032
N: -0.56760 -3.89632 -2.15519  -0.018
C: -1.85679 -3.92328 -2.12205  0.008
C: -2.63424 -5.10919 -2.58194  0.001
C: -2.55403 -2.76040 -1.58247  0.002
C: -3.92448 -2.76146 -1.44018  0.001
C: -4.58097 -1.64719 -0.94472  0.000
C: -3.82991 -0.55326 -0.58832  0.002
C: -2.45717 -0.62923 -0.72582  0.002
N: -1.82181 -1.69483 -1.19766  -0.003
H: 5.16411 -6.52861 -3.31653  0.000
H: 3.80161 -7.50079 -2.73843  0.000
H: 4.04828 -5.86415 -2.10656  -0.002
H: 3.33269 -6.50595 -5.01810  0.000
H: 3.57512 -4.90016 -4.33936  0.003
H: 1.30204 -6.70271 -3.76404  -0.001
H: -1.99658 -5.77147 -3.14792  0.000
H: -3.47590 -4.79902 -3.20281  0.000
H: -3.01246 -5.63690 -1.70264  0.000
H: -4.47046 -3.65651 -1.69760  0.000
H: -5.65680 -1.64691 -0.82461  0.000
H: -4.26213 0.34383 -0.16631  0.000
H: -1.85806 0.21278 -0.42772  -0.003
S: 3.64496 -0.42316 1.61447  0.008
Sb: 3.78317 -1.75472 -0.20966  0.000
S: 2.37375 -0.65972 -1.90588  0.012
S: 1.92594 -3.51188 -0.25765  0.706
Se: -2.62850 2.83414 1.68915  0.000
P: -0.81060 2.14060 2.51068  -0.001
C: -1.08679 1.47678 4.17866  0.001
C: -1.98339 0.41737 4.31907  -0.001
C: -2.29437 -0.05961 5.57893  0.000
C: -1.72479 0.52375 6.70605  0.000
C: -0.84011 1.57997 6.56909  0.000
C: -0.52026 2.06041 5.30348  0.000
C: 0.50994 3.36670 2.68709  0.001
C: 0.26279 4.71880 2.49857  0.000
C: 1.28988 5.63713 2.68747  0.000
C: 2.55042 5.19908 3.06849  0.000
C: 2.79761 3.84302 3.25056  -0.001
C: 1.77935 2.92118 3.05920  0.000
C: -0.07771 0.76908 1.61169  0.005
C: 0.20366 0.51845 0.28335  0.017
N: 0.44745 -0.85416 0.26054  -0.022
N: 0.36135 -1.34608 1.50286  -0.006
N: 0.05317 -0.39982 2.31023  0.008
P: 0.33890 1.30307 -1.37398  0.001
Se: -0.31589 -1.30405 -3.69802  -0.007
C: -0.95066 2.61780 -1.59166  -0.001
C: -0.87408 3.88154 -1.00322  0.000
C: -1.80413 4.85973 -1.31677  0.000
C: -2.81911 4.59069 -2.22631  0.000
C: -2.89817 3.34275 -2.82600  0.000
C: -1.96081 2.36254 -2.51531  0.001
C: 1.78931 2.41568 -1.34281  0.000
C: 2.58860 2.62458 -0.22873  0.004
C: 3.72838 3.41673 -0.32544  -0.002
C: 4.08343 3.98329 -1.53909  0.000
C: 3.29076 3.76633 -2.66203  -0.001
C: 2.14834 2.98853 -2.56469  0.001
H: -2.42811 -0.03500 3.44201  0.000
H: -2.98017 -0.89055 5.68306  0.000
H: -1.97523 0.15378 7.69315  0.000
H: -0.39483 2.03318 7.44608  0.000
H: 0.17014 2.88734 5.20211  0.000
H: -0.73136 5.03695 2.20468  0.000
H: 1.10363 6.69404 2.54000  0.000
H: 3.34660 5.91790 3.22323  0.000
H: 3.78361 3.49653 3.53689  0.000
H: 1.97141 1.85928 3.18714  0.000
H: -0.08093 4.10138 -0.29957  0.000
H: -1.74064 5.83438 -0.84685  0.000
H: -3.54041 5.35966 -2.47679  0.000
H: -3.67777 3.13174 -3.54926  0.000
H: -1.99533 1.39556 -3.00883  -0.001
H: 2.34635 2.14468 0.70792  0.002
H: 4.34076 3.57233 0.55507  0.000
H: 4.98161 4.58453 -1.61759  0.000
H: 3.57036 4.19295 -3.61827  0.000
H: 1.53489 2.80164 -3.44003  0.000
F: -2.58072 -4.75204 0.58266  0.001
B: -1.86749 -3.76099 1.28364  -0.032
F: -0.76026 -3.36255 0.37949  -0.013
F: -1.31828 -4.24165 2.44486  -0.002
F: -2.65716 -2.62602 1.47825  0.000

Output
- Calculated total energy: -9585.2953 a.u.
- 2S+1: 2
- ⟨S²⟩: 0.76
- Orbital gap (alpha / beta): 5.26 / 5.19 eV
- F_max: 2.8 eV/A
- ΔE to the lowest compared entry with this formula, charge and spin: 358.9 kJ/mol
- Net charge: -1



No. 2
Below is an isolated ion of composition C6H13N2O and charge +1, with properties calculated with ωB97M-V/def2-TZVPD.

Each line ends with the Mulliken charge.
CARTESIAN COORDINATES (ANGSTROEM)
C: -3.47084 -0.00649 -0.70006  -0.823
N: -2.98031 -0.34619 0.57063  -0.147
C: -1.78342 -0.29389 1.10733  -0.329
C: -0.51935 -0.12310 0.32345  0.482
O: -0.62304 -0.03471 -1.01733  -0.626
N: 0.80405 0.01408 0.77651  -0.157
C: 2.01827 0.05303 0.12055  1.015
C: 3.15075 0.10823 0.92839  -1.123
C: 2.16235 0.11598 -1.33672  -1.433
H: -2.84668 0.36648 -1.41229  0.332
H: -4.01037 -0.93262 -1.01889  0.296
H: -4.19334 0.85696 -0.64590  0.303
H: -3.72957 -0.41281 1.21406  0.256
H: -1.69285 -0.33646 2.21646  0.286
H: -0.32091 0.79584 -1.36226  0.318
H: 0.80978 -0.02848 1.78377  0.200
H: 3.95172 -0.41429 0.24484  0.318
H: 2.90183 -0.42980 1.88433  0.326
H: 3.60913 0.96914 1.42207  0.298
H: 3.04055 0.54571 -1.55254  0.505
H: 1.27960 0.41103 -1.85491  0.300
H: 2.44265 -0.87764 -1.69148  0.404

Output
- Calculated total energy: -420.8186 a.u.
- Orbital gap (alpha / beta): 6.96 / 6.96 eV
- F_max: 6.1 eV/A
- ΔE to the lowest compared entry with this formula, charge and spin: 352.7 kJ/mol
- Net charge: +1
- Structure (SMILES): CN/C=C(\O)[NH+]=C(C)C